1.
Below is C40H57N3O2PPtSi as an isolated structure, with properties calculated with the ωB97M-V functional and the def2-TZVPD basis.

Geometry as XYZ:
```
105
Properties=species:S:1:pos:R:3:mulliken_spin:R:1
Pt -0.10179 -0.24743 -1.45773 -0.021
O 6.34473 -3.20758 1.70630 0.000
C 5.34490 -4.05430 1.38004 -0.001
O 5.39376 -5.20213 1.71184 0.001
C 4.19222 -3.48450 0.60553 0.005
C 3.01433 -4.22526 0.58623 -0.006
C 1.90106 -3.75711 -0.08742 -0.006
C 1.94787 -2.53166 -0.74855 -0.038
C 3.13664 -1.81040 -0.76904 0.006
C 4.25192 -2.28605 -0.09931 0.010
N 0.83667 -2.06077 -1.49036 0.269
C 0.45718 -2.84593 -2.51110 0.239
C -0.39320 -2.32195 -3.48202 0.116
C -0.86651 -3.05061 -4.59895 0.076
C -1.70356 -2.45304 -5.49256 0.029
C -2.08881 -1.11244 -5.28129 0.126
C -1.59335 -0.44666 -4.19321 -0.021
N -0.74638 -1.00447 -3.30700 0.184
H 6.12858 -2.30191 1.45782 0.000
H 2.99279 -5.17149 1.11011 0.000
H 0.98843 -4.33979 -0.10488 0.002
H 3.18667 -0.89162 -1.33829 -0.008
H 5.17533 -1.72221 -0.17191 0.001
H 0.88556 -3.83482 -2.61741 0.035
H -0.55532 -4.07972 -4.71641 0.004
H -2.07278 -2.99967 -6.34949 0.002
H -2.76004 -0.60429 -5.95746 0.006
H -1.87228 0.57956 -4.01221 0.004
C 3.44718 0.26993 3.64217 0.000
C 3.75849 0.63747 2.19458 0.001
C 2.46780 0.91635 1.40307 0.004
C 1.29180 0.09076 1.96018 -0.002
C 1.82661 -1.26478 2.42726 -0.002
C 2.65951 -1.05167 3.69953 0.000
P -0.17471 0.08950 0.84716 0.027
C -1.43467 -1.13799 1.46944 0.002
C -1.55627 -2.42516 0.64410 0.029
C -2.72404 -3.24806 1.18374 -0.003
C -2.45870 -3.74853 2.61589 0.000
C -1.33085 -2.96129 3.28512 0.000
C -1.41598 -1.46255 2.99516 0.000
C -1.02549 1.67031 1.28076 -0.024
C -1.59564 1.73561 2.71501 0.003
C -1.94550 3.17989 3.11480 0.000
C -2.37290 3.98587 1.89616 -0.004
C -1.19085 4.13988 0.92637 0.007
C -0.22708 2.94476 1.00821 0.031
H 2.86893 1.07866 4.09911 0.000
H 4.36447 0.18849 4.22547 0.000
H 4.29836 -0.19260 1.73148 0.000
H 4.41670 1.50557 2.14082 0.000
H 2.61695 0.67245 0.34902 0.000
H 2.23398 1.98067 1.45264 0.000
H 0.91043 0.60699 2.84887 -0.002
H 2.45200 -1.68415 1.64542 0.002
H 1.03586 -1.98698 2.61095 0.001
H 3.34472 -1.89391 3.81958 0.000
H 2.00593 -1.05589 4.57589 0.000
H -2.35663 -0.57743 1.26649 0.002
H -0.62743 -2.99854 0.68771 -0.008
H -1.72045 -2.18504 -0.40756 -0.016
H -2.93569 -4.08470 0.51702 -0.001
H -3.61635 -2.61313 1.16800 0.001
H -2.18956 -4.80579 2.60016 0.000
H -3.37079 -3.67402 3.21080 0.000
H -0.36948 -3.35607 2.94820 0.000
H -1.35308 -3.11349 4.36538 0.000
H -0.60194 -0.95151 3.50855 0.000
H -2.33426 -1.07922 3.44521 0.000
H -1.88059 1.67373 0.60016 0.008
H -0.89044 1.32976 3.44214 0.001
H -2.49407 1.11973 2.77372 0.000
H -1.07989 3.66245 3.57664 0.000
H -2.72891 3.16593 3.87295 0.000
H -2.75116 4.96586 2.18708 0.000
H -3.20293 3.47215 1.39920 0.003
H -0.64233 5.05878 1.14524 0.000
H -1.57587 4.23760 -0.09108 0.003
H 0.48267 3.09875 1.82503 -0.001
H 0.37083 2.86559 0.09745 -0.018
C 2.11768 1.94820 -2.33287 0.019
Si 0.43423 2.60048 -2.77561 -0.021
C 0.42391 4.42035 -2.33957 0.006
C 0.13005 2.39982 -4.60138 0.017
N -0.84452 1.60475 -1.90999 0.489
C -2.15553 1.90126 -1.87959 0.044
C -2.66298 3.14993 -2.34181 0.165
C -4.00845 3.42660 -2.29183 -0.063
C -4.90700 2.48278 -1.79277 0.208
C -4.44232 1.24226 -1.34884 -0.070
C -3.10174 0.95128 -1.38983 0.125
H 2.83748 2.51041 -2.93617 0.001
H 2.24562 0.89000 -2.56054 -0.007
H 2.36595 2.11680 -1.28415 0.001
H 1.43260 4.78791 -2.54830 -0.001
H 0.21864 4.62893 -1.29154 0.000
H -0.25814 5.01341 -2.94978 0.001
H 0.84066 3.04138 -5.12966 0.002
H -0.87344 2.70895 -4.90103 -0.003
H 0.29398 1.37648 -4.93891 0.001
H -1.98114 3.89243 -2.72802 0.002
H -4.37137 4.38304 -2.64320 0.001
H -5.96386 2.70949 -1.75658 0.003
H -5.14169 0.50504 -0.97757 0.001
H -2.73196 -0.01470 -1.06816 0.021
```

Summary:
Strongest force on any atom, eV/A: 0.101
Multiplicity: 3
Charge: +1
⟨S²⟩: 2.0558


2.
Below is C40H57N4O6P2PdSeSi as an isolated structure, with properties calculated with the ωB97M-V functional and the def2-TZVPD basis.

Geometry as XYZ:
```
112
Properties=species:S:1:pos:R:3:mulliken_spin:R:1
Pd 1.07986 0.19475 0.30907 1.827
C -3.68879 -0.37149 -4.48786 0.001
C -3.95040 0.19076 -3.10485 0.002
C -4.61744 1.45306 -3.31245 -0.001
O -2.61236 0.44773 -2.42381 0.063
P -1.98490 -0.33745 -1.24575 -0.014
O -1.05565 0.59877 -0.55401 -0.184
C -1.18198 -1.79626 -1.95777 -0.020
P 0.56049 -2.17822 -1.68905 0.069
O 1.33078 -0.93576 -1.44763 0.089
O 0.69453 -3.11896 -0.45582 -0.016
C 0.83132 -4.69112 -0.42801 0.000
C 2.31541 -4.84880 -0.32808 0.000
C 0.00627 -5.24420 0.74135 0.000
O 0.99409 -2.96070 -2.93583 -0.003
C 1.66413 -2.34210 -4.12881 -0.012
C 3.12692 -2.87849 -4.13957 0.000
C 0.83263 -2.86712 -5.31250 0.000
O -3.08922 -1.01705 -0.34492 0.013
C -3.84326 -0.38276 0.66098 0.023
C -4.71083 -1.49360 1.17560 0.003
C -4.60080 0.81912 0.18097 0.004
H -4.65358 -0.30832 -4.97386 0.000
H -3.39617 -1.41405 -4.39142 0.000
H -2.92275 0.23632 -4.97194 0.000
H -4.52842 -0.63275 -2.58898 0.000
H -4.19182 1.97887 -4.14794 0.000
H -4.57994 2.11200 -2.47372 0.000
H -5.73005 1.43841 -3.41236 0.000
H -1.17930 -1.58101 -3.06503 -0.002
H -1.82223 -2.67583 -1.76106 -0.002
H 0.50001 -4.99464 -1.46049 0.000
H 2.76371 -4.19674 0.40211 0.000
H 2.69697 -4.50890 -1.29506 0.000
H 2.68847 -5.86661 -0.12555 0.000
H 0.41564 -5.09688 1.74567 0.000
H -0.10592 -6.34977 0.48628 0.000
H -1.00929 -4.82244 0.61701 0.000
H 1.64144 -1.22801 -4.06570 0.015
H 2.99595 -3.92170 -3.93440 0.001
H 3.67957 -2.40242 -3.28786 0.000
H 3.69858 -2.69435 -5.07911 0.000
H 0.98922 -3.90800 -5.40039 0.001
H 1.17762 -2.44560 -6.26770 0.000
H -0.20759 -2.64028 -5.27329 0.000
H -3.09749 -0.09804 1.41634 0.000
H -5.20905 -1.84727 0.31080 0.000
H -5.43199 -1.11483 1.91154 0.000
H -4.15574 -2.34744 1.52804 0.000
H -5.29631 0.56398 -0.60190 -0.001
H -3.96332 1.64898 -0.17860 0.005
H -5.24852 1.14974 0.96682 0.000
C 5.50749 -0.74500 0.54438 0.008
C 5.48661 -1.85804 1.44237 -0.006
C 4.24637 -2.24580 1.98164 0.004
C 3.05904 -1.55161 1.71336 -0.003
N 3.13353 -0.45861 0.86652 0.128
C 4.28600 -0.09897 0.32263 -0.013
C 1.80203 -1.86828 2.41809 0.015
C 1.63749 -2.75265 3.47738 0.010
C 0.44053 -2.74481 4.25984 -0.007
C -0.58324 -1.95139 3.86674 0.014
C -0.38421 -1.16311 2.73122 0.018
N 0.74309 -1.14874 2.02847 0.178
H 6.40416 -0.39376 0.09245 0.000
H 6.40117 -2.37995 1.67280 0.000
H 4.24911 -3.14949 2.55369 0.000
H 4.24137 0.74371 -0.33965 0.001
H 2.44801 -3.33405 3.86220 0.001
H 0.44057 -3.41321 5.15170 0.000
H -1.56308 -1.82354 4.35108 0.000
H -1.15586 -0.50056 2.30093 -0.002
C -1.67977 3.70774 -2.08641 0.038
N -0.31354 4.28969 -2.17487 0.021
C 0.03668 5.62743 -2.15800 0.040
C 1.38046 5.69989 -2.24545 0.031
N 1.81187 4.41345 -2.35115 0.015
C 3.19849 3.99131 -2.30115 0.005
C 0.77386 3.56084 -2.37285 0.001
Se 0.70191 1.71245 -2.51353 0.820
H -1.85315 3.04632 -2.92576 -0.013
H -2.39851 4.54046 -2.19344 0.004
H -1.80392 3.02502 -1.24471 0.011
H -0.68400 6.43509 -2.10682 0.003
H 2.07024 6.52375 -2.32737 0.002
H 3.61840 3.97293 -3.30201 0.000
H 3.20891 2.95448 -1.93587 0.000
H 3.78862 4.62665 -1.64327 0.001
C 4.10599 2.08035 3.65060 0.106
C 3.10499 1.26867 4.13336 -0.056
C 1.77613 1.33939 3.63361 0.152
C 1.50794 2.25715 2.52804 0.121
C 2.62494 2.99570 2.02423 0.093
C 3.84768 2.97547 2.58726 -0.042
Si -0.22159 2.68916 1.88690 0.068
C -1.55322 2.44419 3.11955 0.193
C -2.92122 2.48448 2.74242 -0.038
C -3.88222 2.47060 3.70909 -0.010
C -3.60788 2.36996 5.06618 0.042
C -2.26733 2.33035 5.47211 -0.014
C -1.28993 2.34341 4.52177 0.033
H 5.05206 2.08626 4.18014 0.003
H 3.20376 0.59742 4.98624 0.000
H 1.04417 0.67835 4.09160 0.016
H 2.48511 3.72331 1.24207 -0.003
H 4.66403 3.60139 2.25465 0.000
H -0.20718 3.87663 1.06549 0.099
H -3.15830 2.43525 1.69109 0.048
H -4.93638 2.41307 3.40149 0.000
H -4.40655 2.28506 5.78811 0.002
H -2.00185 2.38668 6.51768 -0.001
H -0.27841 2.30552 4.89166 0.003
```

Summary:
Strongest force on any atom, eV/A: 3.215
Multiplicity: 5
Charge: +3
⟨S²⟩: 6.0282


| no. | molar mass (g mol⁻¹) | DFT total energy (eV) |
| --- | --- | --- |
| 1 | 866.1 | -71381.712 |
| 2 | 965.3 | -155910.598 |